DFT (wB97M-V/def2-TZVPD) results for 2 unconnected molecules or ions with the total composition C2H2Cl6.

XYZ file:
```
10
Properties=species:S:1:pos:R:3
C 14.958 -10.490 -9.232
Cl 13.837 -9.325 -8.519
Cl 16.438 -10.616 -8.190
Cl 15.276 -10.018 -10.937
H 14.418 -11.436 -9.270
C 16.512 -7.088 -15.804
Cl 15.615 -7.898 -17.153
Cl 15.377 -6.111 -14.850
Cl 17.813 -5.906 -16.292
H 16.847 -7.922 -15.188
```

Values from the calculation:
SMILES	ClC(Cl)Cl.ClC(Cl)Cl
highest occupied orbital energy	-11.12	eV
DFT total energy	-77240.42685	eV
E_LUMO	0.332	eV
energy relative to the best compared isomer or geometry (same formula, charge and spin)	0.407	eV